Record 1
{
  "formula": "C2H79O38",
  "method": "ωB97M-V/def2-TZVPD",
  "charge": -1,
  "e_homo_ev": -6.68,
  "homo_lumo_gap_ev": 7.44,
  "spin_multiplicity": 1,
  "e_lumo_ha": 0.028,
  "symbols": ["H", "O", "O", "O", "H", "O", "H", "O", "O", "H", "H", "O", "O", "H", "H", "C", "H", "O", "H", "H", "H", "H", "O", "H", "H", "H", "O", "O", "H", "H", "H", "H", "H", "H", "H", "H", "H", "O", "H", "O", "H", "H", "H", "H", "H", "O", "O", "O", "O", "H", "O", "H", "H", "O", "O", "H", "O", "O", "H", "H", "H", "H", "O", "H", "H", "O", "H", "H", "H", "H", "H", "H", "H", "H", "H", "O", "H", "H", "H", "H", "O", "O", "H", "O", "O", "H", "O", "H", "O", "H", "H", "H", "H", "H", "H", "H", "H", "O", "H", "O", "C", "H", "H", "H", "H", "H", "H", "O", "O", "H", "H", "H", "H", "H", "O", "H", "O", "H", "H"],
  "positions_angstrom": [[2.3399, -3.7802, 1.9131], [1.7456, -3.7265, -2.2011], [-1.3407, 0.9716, 3.6271], [-3.7598, 3.0368, 4.5996], [-2.1701, -1.9734, 0.2339], [-3.9282, 1.5314, -0.5558], [-0.8097, 1.7396, -5.5363], [-3.8896, -2.4974, 3.1287], [-2.6795, -2.6920, -2.8860], [0.1387, -1.5548, 0.9249], [-3.1413, -4.4618, 0.7205], [0.5159, 5.0346, 1.3704], [-5.7364, -2.2009, -0.2345], [-3.4198, -2.1727, -3.1998], [3.2790, 1.0477, -2.9959], [-0.1579, 0.0404, -0.3265], [-1.1584, 0.5777, -3.0073], [5.1044, -1.0288, 4.6300], [-3.6968, 2.8594, 3.6611], [0.0939, -4.6128, 0.0511], [-3.5704, 0.1221, 0.8426], [-0.6744, -7.0812, -1.2011], [0.7064, 3.8194, -1.8927], [0.8366, 2.8720, -1.8537], [-1.0982, -5.6383, -1.3749], [6.3078, 0.9507, -1.0782], [2.7071, 1.9824, 5.7998], [-0.5940, -6.3349, -1.7952], [-0.6923, -0.9827, 3.3857], [1.6153, -2.8627, 2.8749], [5.3496, -0.4523, 5.3537], [-4.9384, 1.7724, 1.8480], [4.4207, -0.5493, 4.1622], [-0.9187, 2.5503, -0.7358], [-0.4439, -3.5981, 1.0375], [-2.6868, -3.4763, -3.4348], [-1.8402, 3.3679, 0.1441], [-1.1506, -4.7238, 3.5049], [3.3900, 2.3790, 0.4921], [2.7704, 0.4958, -5.8903], [2.5017, -0.4117, -5.7474], [-3.5479, 3.8250, 1.5420], [-3.2000, 0.2376, 2.3059], [-4.8875, -1.8932, 0.0834], [-5.8455, 2.9587, 2.0968], [3.4176, 1.4808, 0.1626], [5.8970, -2.8251, -0.6500], [5.6522, 0.2804, -1.2708], [2.5877, 5.1427, -3.7961], [-0.9019, 0.4492, 0.3572], [2.4298, -2.2381, -5.3135], [-3.2641, 2.2103, -0.4366], [1.4281, -0.2844, 1.1593], [0.8600, 2.3815, 1.9994], [-3.8659, -0.1219, 1.7197], [-4.7437, -2.9140, 3.0137], [-0.2352, -1.8237, 3.3814], [3.2720, 4.2793, 0.5988], [-0.1239, 4.9191, 2.0729], [4.8525, 0.5999, -0.8530], [-1.1751, 2.0896, -3.0822], [-1.2058, 1.2063, 4.5453], [0.1816, -1.8799, -3.9088], [2.7847, -5.3261, 0.2007], [-0.7591, -0.6449, -0.9240], [3.2110, 0.1236, 3.3991], [6.6053, -2.1869, -0.5649], [1.3259, -1.3940, -0.3142], [-2.1037, -4.6679, 3.4352], [1.6259, -1.9359, -4.8909], [1.5137, -2.8543, -2.5201], [-2.2187, 4.0109, 2.2425], [2.1318, 1.5593, 6.4373], [2.1127, 4.3975, -3.4283], [1.1059, 3.3044, 2.0628], [-5.4485, 2.2047, 2.5329], [2.2820, -4.1026, -2.8990], [5.2128, -2.5039, -0.0628], [0.4831, 2.2931, 1.1239], [-1.1541, 6.7756, -2.7784], [-1.5943, 3.2275, -0.7703], [-1.3348, 5.8566, -2.5807], [2.3825, 4.4870, 0.8849], [2.1647, -3.6459, 2.8445], [2.4113, 1.1859, -3.3757], [-6.2337, -1.4007, -0.4035], [0.5427, 1.0010, -1.0962], [-0.5959, 5.5777, -2.0398], [-0.2303, 2.3347, -6.0120], [-0.2184, 3.9436, -1.6790], [-0.7747, 1.5709, 3.1406], [2.6190, -3.9656, -0.4422], [0.3549, -0.9727, -3.6572], [-3.8914, -1.7704, 2.5061], [2.3228, -0.2324, 3.3780], [0.0351, 5.4925, 0.6809], [2.7392, 1.3719, 5.0633], [-2.9137, -2.5707, 0.1534], [-2.9816, -2.7441, -0.7856], [-0.5735, -4.4942, 0.7269], [0.7993, -0.8272, 0.4535], [-4.6941, 2.9662, 4.7951], [2.5170, 5.0283, -4.7438], [1.8608, 1.4338, -2.6329], [2.4874, -3.1657, -5.0842], [-0.1158, -2.0367, 4.3069], [-0.6763, -2.0739, -3.5312], [-2.6516, 3.4900, 1.5660], [-1.3319, 1.3040, -3.6061], [2.4994, 1.2465, 0.0272], [2.6115, 0.9282, -5.0512], [-3.9281, 1.3583, -1.4972], [-0.8495, -4.8247, 2.6019], [3.6540, 5.1263, 0.3687], [-3.6220, -5.2261, 1.0385], [-3.9126, -5.6743, 0.2442], [2.7143, -4.3943, 0.4083], [-0.5868, 3.2060, -5.8390], [3.3757, 0.4114, 2.5012]],
  "atomic_forces_ev_per_a": [[0.186, -0.249, -0.396], [0.060, -0.303, 0.483], [-0.410, -0.369, -0.151], [0.622, 0.517, 0.506], [0.321, 0.163, 0.138], [-0.619, -0.424, 0.362], [-0.053, -0.219, 0.412], [0.128, -0.437, 0.635], [0.341, 0.131, 0.236], [0.384, -0.184, 0.789], [0.319, 0.581, 0.103], [0.036, 0.261, 0.158], [-0.376, -0.132, -0.357], [-0.274, 0.249, -0.084], [0.398, -0.106, 0.133], [1.493, 1.244, -0.708], [0.293, 0.002, 0.421], [1.022, -0.557, 0.665], [-0.256, -0.413, -0.149], [0.584, -0.081, -0.097], [0.047, 0.217, -0.630], [-0.047, -0.171, 0.214], [0.787, 0.964, -0.485], [-0.044, -0.749, 0.454], [-0.171, 0.234, 0.281], [0.094, 0.184, 0.016], [-0.079, 0.362, 0.256], [0.149, -0.045, -0.392], [-0.261, 0.545, -0.004], [-0.361, 0.170, 0.159], [0.128, 0.064, 0.173], [0.186, -0.813, -0.350], [-0.398, 0.020, -0.299], [0.848, -1.187, -0.183], [0.097, 0.354, 0.274], [0.023, -0.383, -0.135], [-0.147, 0.348, 0.567], [0.059, -0.160, 0.655], [0.169, 0.651, -0.047], [0.181, 0.082, -0.897], [0.327, -0.130, -0.154], [-0.423, 0.091, -0.049], [0.452, 0.145, 0.545], [0.577, -0.096, 0.362], [-0.352, 0.149, -0.117], [0.537, -0.678, 0.278], [0.076, -0.511, -0.114], [0.445, -0.387, -0.354], [0.247, 0.465, -0.070], [-0.354, 0.644, 0.502], [0.579, -0.191, -0.271], [0.617, 0.302, -0.332], [-0.041, -0.209, -0.109], [-0.293, -0.489, 0.798], [-0.299, 0.100, 0.166], [-0.148, -0.191, -0.098], [0.522, 0.056, -0.278], [0.223, -0.142, 0.212], [-0.061, 0.101, 0.294], [-0.568, 0.321, 0.430], [0.252, 0.224, 0.210], [-0.169, 0.052, 0.324], [0.025, 0.039, 0.245], [0.053, -0.240, 0.104], [-0.302, -0.405, -0.703], [-0.656, 0.586, 0.008], [0.011, 0.317, -0.086], [0.738, 0.130, 0.297], [-0.315, 0.152, -0.103], [-0.450, -0.276, 0.069], [-0.221, 0.437, -0.279], [0.089, 0.044, 0.389], [-0.079, -0.082, 0.208], [-0.345, -0.279, 0.339], [0.183, 0.042, -0.081], [-0.106, 0.545, 0.191], [0.166, -0.130, -0.107], [-0.171, 0.094, 0.164], [0.071, -0.189, -0.778], [0.094, 0.206, -0.149], [-0.565, 0.217, -0.681], [-0.467, 0.070, 0.118], [-0.384, 0.161, -0.052], [-0.020, 0.230, 0.824], [0.086, 0.174, 0.013], [-0.199, 0.175, 0.028], [-1.183, 0.226, 0.781], [0.371, 0.052, -0.158], [0.205, 0.196, -0.553], [-0.322, -0.354, 0.073], [0.634, 0.272, -0.418], [-0.153, 0.282, -0.658], [0.203, 0.707, 0.135], [-0.018, 0.314, -0.379], [-0.370, -0.392, -0.028], [-0.015, 0.062, -0.449], [0.237, -0.268, -0.557], [-0.379, 0.104, 0.179], [0.113, -0.102, -0.644], [-0.393, -0.225, -0.342], [-1.044, -0.763, -0.716], [-0.185, -0.157, -0.116], [0.042, -0.098, -0.218], [-0.522, -0.377, 0.529], [0.039, -0.132, -0.101], [-0.152, -0.466, 0.215], [-0.547, -0.252, 0.135], [-0.016, -0.032, 0.440], [-0.671, -0.279, -0.426], [-0.786, -0.190, -0.496], [-0.229, 0.236, 0.245], [0.064, 0.022, -0.311], [0.181, -0.167, -0.295], [0.194, 0.086, -0.171], [-0.288, -0.530, 0.189], [-0.129, -0.143, -0.110], [0.183, -0.177, -0.141], [-0.078, 0.201, 0.078], [0.173, 0.336, -0.593]],
  "mulliken_charge": [0.412, -0.517, -0.554, -0.646, -0.270, -0.538, 0.319, -0.539, -0.550, -1.028, 0.245, -0.691, -0.654, 0.252, 0.178, -0.390, 0.130, -0.636, 0.412, 0.185, 0.226, 0.321, -0.375, -0.138, 0.268, 0.273, -0.634, -0.636, 0.141, 0.299, 0.278, 0.330, 0.543, 0.239, 0.411, 0.269, 0.226, -0.639, 0.241, -0.686, 0.403, 0.226, 0.264, 0.266, 0.303, -0.441, -0.604, -0.594, -0.674, -0.160, -0.709, 0.381, -0.774, -0.015, -0.663, 0.315, -0.227, -0.598, 0.225, 0.340, 0.410, 0.233, -0.714, 0.240, -0.270, -0.776, 0.289, 0.163, 0.312, 0.423, 0.307, 0.223, 0.303, 0.334, 0.123, -0.593, 0.212, 0.298, 0.033, 0.292, -0.770, -0.596, 0.217, -0.685, -0.527, 0.306, 1.012, 0.297, -0.598, 0.318, 0.265, 0.305, 0.363, 0.337, 0.343, 0.291, 0.382, 0.220, 0.319, -0.511, 1.584, 0.301, 0.301, 0.194, 0.253, 0.192, 0.245, -0.624, -0.727, -0.019, 0.428, 0.242, 0.314, 0.280, -0.622, 0.254, -0.581, 0.264, 0.252]
}


Record 2
{
  "formula": "C2H7BO2S",
  "method": "ωB97M-V/def2-TZVPD",
  "e_homo_ev": -9.36,
  "homo_lumo_gap_ev": 9.19,
  "spin_multiplicity": 1,
  "e_lumo_ha": -0.006,
  "symbols": ["B", "S", "H", "C", "O", "H", "H", "C", "H", "H", "H", "H", "O"],
  "positions_angstrom": [[-1.3400, 1.1744, 1.1948], [1.6419, -1.0615, 0.3134], [1.0182, 0.2148, -1.6090], [1.8822, -0.3240, -1.3774], [-1.3240, 1.7338, -0.0304], [0.0198, -2.0543, 1.1267], [2.6559, 0.3627, -1.2424], [0.0155, -1.5204, 0.1781], [2.1664, -0.9490, -2.3278], [-1.7921, 1.2919, -0.7211], [-2.3452, -0.5737, 0.8860], [-0.6706, 1.7075, 2.0581], [-1.9280, -0.0023, 1.5511]],
  "atomic_forces_ev_per_a": [[0.720, -0.342, 0.856], [-1.484, -0.362, -2.422], [-1.504, 0.705, -0.207], [1.041, -1.881, -0.782], [0.391, 0.864, 0.043], [-0.905, -0.273, 0.717], [1.398, 1.256, 0.027], [2.031, 0.080, 0.256], [-0.589, 0.415, 2.342], [-0.501, -0.573, -0.632], [0.305, 0.482, 0.095], [-0.475, -0.076, -0.350], [-0.428, -0.294, 0.056]],
  "mulliken_charge": [0.524, 0.070, 0.232, -0.736, -0.508, 0.225, 0.339, -0.413, 0.282, 0.305, 0.321, -0.105, -0.536]
}


Record 3
{
  "formula": "C2H7Br2NSi",
  "method": "ωB97M-V/def2-TZVPD",
  "e_homo_ev": [-7.66, -7.25],
  "homo_lumo_gap_ev": [4.78, 4.02],
  "spin_multiplicity": 1,
  "e_lumo_ha": [-0.106, -0.119],
  "symbols": ["Si", "H", "H", "N", "H", "H", "Br", "H", "Br", "C", "H", "H", "C"],
  "positions_angstrom": [[0.7404, 1.5743, 1.2550], [0.8450, -1.5905, -0.0487], [2.0359, -0.1199, -0.3106], [0.0744, 0.4095, 0.2807], [-1.4619, -0.7958, 0.0052], [-1.8225, 0.7237, -0.8351], [-0.7290, 2.9628, 2.1222], [-1.8350, 0.6512, 1.1359], [1.0003, -2.1180, 2.8132], [0.9341, -0.5249, -0.4049], [0.6099, -0.6802, -1.4413], [1.6836, 1.1216, 2.3570], [-1.3605, 0.2111, 0.1029]],
  "atomic_forces_ev_per_a": [[-0.807, -0.933, 1.831], [0.258, 1.239, 0.738], [-2.033, -1.259, -0.479], [0.054, 0.626, -0.403], [-0.770, -2.950, 0.042], [0.947, -0.659, 1.654], [0.426, -0.106, -0.383], [0.512, -1.441, -2.929], [-0.017, 0.632, -0.206], [1.971, -0.891, -0.233], [0.387, 0.895, -0.194], [0.166, 0.115, -1.004], [-1.095, 4.734, 1.566]],
  "mulliken_charge": [0.394, 0.294, 0.284, 0.358, 0.383, 0.221, -0.127, 0.367, -0.722, -0.941, 0.371, 0.077, -0.959]
}


Record 4
{
  "formula": "C2H7BrN2",
  "method": "ωB97M-V/def2-TZVPD",
  "e_homo_ev": -6.62,
  "homo_lumo_gap_ev": 3.22,
  "spin_multiplicity": 1,
  "e_lumo_ha": -0.125,
  "symbols": ["H", "H", "C", "C", "H", "Br", "H", "H", "H", "N", "H", "N"],
  "positions_angstrom": [[2.0438, 0.4875, 1.7274], [-0.1035, -1.6614, -1.1318], [1.0197, 0.8970, 1.7239], [-0.9225, -1.0278, -0.7016], [-1.5830, -1.5747, -0.0301], [-1.0375, -0.0075, -4.4055], [0.3874, 0.7856, -0.6220], [1.1023, 1.7847, 1.1398], [0.7208, 0.8245, 2.8444], [-0.2152, 0.1122, -0.1639], [-1.4131, -0.6512, -1.4913], [0.0008, 0.0310, 1.1107]],
  "atomic_forces_ev_per_a": [[-0.514, -0.682, -0.418], [-0.797, 0.262, 0.331], [-1.052, -1.453, 1.540], [1.931, -1.186, 0.034], [0.517, 0.515, 0.466], [0.140, -0.006, 0.699], [-0.286, 0.148, -1.461], [-0.147, 1.397, 0.380], [0.501, 1.264, -1.982], [1.509, -1.068, 6.867], [-2.108, 0.929, -3.366], [0.307, -0.120, -3.091]],
  "mulliken_charge": [0.335, 0.320, -0.654, -0.569, 0.274, -0.893, 0.320, 0.325, 0.275, 0.237, 0.246, -0.217]
}


Record 5
{
  "formula": "C2H7BrN4",
  "method": "ωB97M-V/def2-TZVPD",
  "charge": 2,
  "e_homo_ev": [-16.75, -16.75],
  "homo_lumo_gap_ev": [3.70, 3.69],
  "spin_multiplicity": 1,
  "e_lumo_ha": [-0.479, -0.480],
  "symbols": ["H", "N", "H", "C", "H", "N", "N", "Br", "H", "H", "H", "C", "N", "H"],
  "positions_angstrom": [[-0.2178, -1.3414, -0.7712], [0.3141, -0.5439, -0.5164], [0.9952, -0.3810, -1.2136], [-1.8303, -0.0776, 0.4191], [-1.9127, -1.1022, -0.0062], [2.0097, 2.6619, -0.3231], [1.0080, 2.1914, -0.1842], [4.7222, -0.2960, 0.2263], [-1.9169, -0.1378, 1.5267], [5.2747, -1.1393, 1.1220], [-0.9045, 2.3874, 0.5120], [-0.1317, 1.6996, 0.1152], [-0.5577, 0.3883, 0.0509], [-2.6958, 0.5493, -0.0215]],
  "atomic_forces_ev_per_a": [[-0.388, -1.315, 0.097], [-3.429, 1.097, 2.425], [1.323, 1.414, -0.686], [-3.073, -0.959, 0.319], [-0.249, 0.691, 0.511], [-1.531, -0.659, 0.001], [5.760, 1.512, -1.018], [-0.994, 1.488, -1.610], [0.027, 0.174, -0.541], [0.862, -1.425, 1.557], [0.691, -0.168, -0.196], [-7.345, -3.488, 2.152], [6.820, 2.277, -3.701], [1.526, -0.636, 0.691]],
  "mulliken_charge": [0.296, -0.384, 0.290, -0.604, 0.248, -0.107, 0.618, -0.220, 0.370, 0.237, 0.430, 0.080, 0.359, 0.387]
}


Record 6
{
  "formula": "C2H7ClNOP",
  "method": "ωB97M-V/def2-TZVPD",
  "e_homo_ev": -9.61,
  "homo_lumo_gap_ev": 10.08,
  "spin_multiplicity": 1,
  "e_lumo_ha": 0.017,
  "symbols": ["H", "H", "C", "H", "H", "P", "N", "H", "Cl", "H", "C", "H", "O"],
  "positions_angstrom": [[-0.2533, -1.1772, 1.4853], [-1.0282, -0.5116, -2.0272], [-0.2146, -0.7742, -1.2621], [0.6252, -0.7629, -1.8135], [-0.6981, -0.2250, 2.8794], [-0.3062, 0.8172, -0.3574], [-0.8467, 0.8992, 1.1188], [-0.1919, -1.7025, -0.7096], [3.0368, 0.9465, -0.3454], [2.7256, 1.6142, -1.3428], [-0.8786, -0.3646, 1.8349], [-1.9093, -0.6949, 1.7668], [-0.0606, 1.9357, -1.2270]],
  "atomic_forces_ev_per_a": [[0.350, -0.063, -0.201], [0.664, -1.266, 1.135], [-3.079, 1.584, 0.763], [3.201, 0.319, -1.933], [0.384, 0.277, 0.641], [-0.896, -1.247, 2.872], [1.597, -0.373, -2.211], [-0.906, -0.021, 0.117], [0.413, -0.866, 1.184], [-0.454, 0.853, -1.157], [-1.324, -0.107, -0.067], [-0.276, -0.486, 0.189], [0.328, 1.396, -1.333]],
  "mulliken_charge": [0.220, 0.271, -0.819, 0.348, 0.296, 0.736, -0.396, 0.382, -0.264, 0.267, -0.710, 0.303, -0.634]
}


What did the sixth record say?
{
  "formula": "C2H7ClNOP",
  "method": "ωB97M-V/def2-TZVPD",
  "e_homo_ev": -9.61,
  "homo_lumo_gap_ev": 10.08,
  "spin_multiplicity": 1,
  "e_lumo_ha": 0.017,
  "symbols": ["H", "H", "C", "H", "H", "P", "N", "H", "Cl", "H", "C", "H", "O"],
  "positions_angstrom": [[-0.2533, -1.1772, 1.4853], [-1.0282, -0.5116, -2.0272], [-0.2146, -0.7742, -1.2621], [0.6252, -0.7629, -1.8135], [-0.6981, -0.2250, 2.8794], [-0.3062, 0.8172, -0.3574], [-0.8467, 0.8992, 1.1188], [-0.1919, -1.7025, -0.7096], [3.0368, 0.9465, -0.3454], [2.7256, 1.6142, -1.3428], [-0.8786, -0.3646, 1.8349], [-1.9093, -0.6949, 1.7668], [-0.0606, 1.9357, -1.2270]],
  "atomic_forces_ev_per_a": [[0.350, -0.063, -0.201], [0.664, -1.266, 1.135], [-3.079, 1.584, 0.763], [3.201, 0.319, -1.933], [0.384, 0.277, 0.641], [-0.896, -1.247, 2.872], [1.597, -0.373, -2.211], [-0.906, -0.021, 0.117], [0.413, -0.866, 1.184], [-0.454, 0.853, -1.157], [-1.324, -0.107, -0.067], [-0.276, -0.486, 0.189], [0.328, 1.396, -1.333]],
  "mulliken_charge": [0.220, 0.271, -0.819, 0.348, 0.296, 0.736, -0.396, 0.382, -0.264, 0.267, -0.710, 0.303, -0.634]
}